# 1
An isolated molecule of C6H11INOP at a distorted geometry. Source: the OMol25 dataset; level of theory: ωB97M-V/def2-TZVPD.

The geometry in XYZ format:
```
21
Properties=species:S:1:pos:R:3:forces:R:3:mulliken_charge:R:1
C -1.60349 -0.17416 -1.05500 -1.0 4.0 -0.1 0.82
C 1.32455 1.83580 0.27322 2.2 -0.2 0.7 -0.20
C -1.95455 -1.58651 -1.10609 1.2 0.4 -0.5 -1.48
C -0.72494 -0.30058 1.29003 0.4 1.5 -1.8 -1.61
C 0.07402 1.57403 -0.29435 -2.0 -1.2 -3.5 -0.25
C -0.36824 0.10202 -0.22564 -1.9 0.9 2.0 0.53
N 1.88633 2.88468 0.48136 -0.2 1.3 0.3 -0.50
O -2.25879 0.79162 -1.52290 1.5 -2.8 0.8 -0.61
P 2.81236 -2.38487 0.56146 -1.2 -0.9 -1.3 -0.21
I 3.01776 -0.15757 -0.15499 0.2 0.8 -0.3 0.10
H -1.46644 -2.01526 -1.94182 1.4 -0.6 -0.7 0.35
H -2.90109 -1.76877 -1.41196 -3.5 -0.2 -0.2 0.52
H -1.69201 -2.04386 -0.19274 0.2 -0.9 0.6 0.30
H 0.08373 -0.17510 1.97721 0.8 0.4 0.2 0.36
H -1.52777 0.33874 1.54082 -1.0 0.6 0.8 0.45
H -1.01440 -1.30372 1.36771 -0.5 -1.4 0.1 0.47
H -0.75418 2.22194 -0.01747 0.1 0.2 0.5 0.32
H 0.28142 1.94728 -1.39605 -0.6 -1.1 1.7 0.24
H 0.32256 -0.64096 -0.42062 1.9 -1.0 -1.2 0.10
H 2.86339 2.98059 0.63529 0.9 -0.1 0.4 0.32
H 3.59977 -2.12532 1.61254 1.0 0.3 1.7 -0.01
```
Forces are in eV/Å.

The multiplicity is 1. The calculation puts the gap between HOMO and LUMO (spin up / spin down) at 5.631 / 7.242 eV. For the largest force on an atom, the calculation gives 0.081 hartree/bohr. The charge is 0. Its HOMO energy (spin up / spin down) is -6.92 / -7.62 eV.

# 2
An isolated molecule of C6H11N at a distorted geometry. Source: the OMol25 dataset; level of theory: ωB97M-V/def2-TZVPD.

The geometry in XYZ format:
```
18
Properties=species:S:1:pos:R:3:forces:R:3:mulliken_charge:R:1
C 0.04207 -1.22740 -2.02852 0.3 0.2 0.6 -0.99
C -0.06782 0.22380 -1.47736 -0.4 -0.4 0.1 -0.67
N -1.66864 0.48477 1.92384 0.0 0.5 0.8 -0.52
C -1.32081 0.69415 0.59572 0.4 -0.4 0.2 -0.24
C -0.15871 0.32526 0.02248 0.2 0.9 0.3 0.66
C 1.02526 0.00481 0.82528 0.0 -1.6 -0.8 -0.27
C 2.21537 -0.35085 0.30747 0.3 0.6 1.1 -0.94
H 1.05255 -1.40701 -2.39541 0.0 -0.2 0.0 0.25
H -0.16051 -1.92453 -1.21361 0.0 -0.2 -0.2 0.31
H -0.65191 -1.41926 -2.84310 -0.1 0.1 0.0 0.35
H 0.80649 0.76770 -1.83786 -0.4 0.4 -0.2 0.39
H -1.03547 0.59308 -1.82333 0.4 0.6 -0.4 0.29
H -2.16677 1.23913 2.37887 -0.2 0.0 -0.3 0.24
H -0.93833 0.18806 2.55395 0.1 -0.1 -0.3 0.21
H -2.12812 1.11543 0.01505 -0.2 -0.2 -0.3 0.33
H 0.92009 -0.25703 1.87528 -0.3 0.0 -0.1 0.06
H 2.87199 -0.90686 0.97141 0.3 0.4 0.0 0.24
H 2.67849 0.04326 -0.58774 -0.5 -0.5 -0.5 0.29
```
Forces are in eV/Å.

The multiplicity is 1. The calculation puts the gap between HOMO and LUMO at 8.568 eV. For the largest force on an atom, the calculation gives 0.035 hartree/bohr. The charge is 0. Its HOMO energy is -7.56 eV.

# 3
An isolated molecule of C6H11N at a distorted geometry. Source: the OMol25 dataset; level of theory: ωB97M-V/def2-TZVPD.

The geometry in XYZ format:
```
18
Properties=species:S:1:pos:R:3:forces:R:3:mulliken_charge:R:1
C -3.38994 -0.14241 -0.82602 0.4 0.6 -0.3 -1.06
C -2.32934 -0.12427 0.24777 -0.5 -0.1 -0.6 -0.14
C -1.05227 0.01570 -0.08864 0.6 0.0 0.7 -0.23
N 0.04880 -0.13701 0.77445 -0.5 0.2 0.1 -0.25
C 1.27045 0.50873 0.37592 0.9 -0.7 -0.4 -0.32
C 3.58749 -0.16345 -0.08378 0.5 0.5 -0.7 -0.79
C 2.59673 -0.11203 0.79592 -0.1 0.5 0.0 -0.08
H -4.30407 0.39485 -0.57143 -0.1 -0.3 0.4 0.34
H -3.02714 0.41284 -1.69949 0.1 -0.4 -0.1 0.30
H -3.60653 -1.17116 -1.11975 -0.3 0.1 -0.1 0.23
H -2.67017 -0.32949 1.25519 0.4 0.0 0.1 0.34
H -0.74588 0.25727 -1.10648 -0.3 0.1 -0.1 0.18
H 0.10062 -1.01612 1.25125 0.2 -0.1 0.1 0.25
H 1.30779 1.54635 0.72727 -0.2 0.0 0.0 0.20
H 1.34793 0.51368 -0.72093 -0.3 0.3 0.0 0.25
H 3.41952 0.03635 -1.13947 -0.4 0.1 0.1 0.21
H 4.66048 -0.20998 0.07777 -0.2 -0.7 0.7 0.26
H 2.78550 -0.27984 1.85046 0.0 0.0 0.1 0.30
```
Forces are in eV/Å.

The multiplicity is 1. The calculation puts the gap between HOMO and LUMO at 9.147 eV. For the largest force on an atom, the calculation gives 0.024 hartree/bohr. The charge is 0. Its HOMO energy is -7.96 eV.

# 4
An isolated molecule of C6H11N at a distorted geometry. Source: the OMol25 dataset; level of theory: ωB97M-V/def2-TZVPD.

The geometry in XYZ format:
```
18
Properties=species:S:1:pos:R:3:forces:R:3:mulliken_charge:R:1
C 1.83277 0.55221 0.40705 -1.6 -0.5 0.1 -0.38
C 1.00518 -0.77808 0.54869 -0.3 1.0 1.0 -0.89
C -0.38878 -0.62883 -0.02286 0.9 -0.4 -0.5 0.44
C -0.67724 -1.30902 -1.15498 0.0 -0.8 1.5 -0.81
C -2.40019 0.71449 0.13655 0.8 -0.1 1.2 -0.75
C -1.33387 0.20065 0.77911 -1.4 -1.8 -1.9 -0.23
N 1.54466 1.23988 -0.84156 0.5 0.1 -0.3 -0.61
H 2.85936 0.22054 0.40552 0.5 0.4 0.5 0.31
H 1.52553 1.17403 1.28447 0.7 -0.3 -0.5 0.24
H 1.53938 -1.66372 0.23917 0.1 -0.1 -0.7 0.44
H 0.90125 -0.90099 1.63580 0.0 -0.1 -0.1 0.29
H 0.02658 -2.11351 -1.37699 0.1 0.6 -0.6 0.28
H -1.66205 -1.46181 -1.58274 0.0 0.5 0.0 0.34
H -3.28382 0.97712 0.71904 0.1 0.3 -0.5 0.25
H -2.35331 0.75243 -0.95262 -0.3 0.3 0.3 0.28
H -1.38158 -0.19396 1.79208 0.1 1.0 0.3 0.29
H 0.66990 0.97520 -1.26444 -0.1 -0.1 0.1 0.27
H 1.57624 2.24336 -0.75130 0.0 0.0 0.0 0.24
```
Forces are in eV/Å.

The multiplicity is 1. The calculation puts the gap between HOMO and LUMO at 9.624 eV. For the largest force on an atom, the calculation gives 0.057 hartree/bohr. The charge is 0. Its HOMO energy is -8.89 eV.

# 5
An isolated molecule of C6H11N at a distorted geometry. Source: the OMol25 dataset; level of theory: ωB97M-V/def2-TZVPD.

The geometry in XYZ format:
```
18
Properties=species:S:1:pos:R:3:forces:R:3:mulliken_charge:R:1
C -0.96651 1.47355 -0.99266 1.8 -1.0 0.0 -1.35
N -1.04135 -1.54376 -2.20175 -1.5 1.5 0.4 -0.41
C -0.99000 -1.12202 -0.86093 2.0 -0.5 -0.4 -0.33
C -0.62906 0.09531 -0.36958 -3.1 0.6 1.0 0.61
C -0.28279 0.03028 1.08575 0.1 2.7 -0.9 -0.69
C 0.88664 0.70939 1.37919 0.2 -1.8 -0.1 -0.14
C 2.00214 -0.17673 1.92493 0.2 -0.1 2.1 -1.04
H -1.50536 1.26837 -1.90057 -0.4 0.5 -0.3 0.35
H -0.08011 2.06048 -1.22228 0.4 -0.2 -0.5 0.33
H -1.44517 2.15944 -0.30416 -0.8 -0.4 0.2 0.32
H -1.33616 -0.81224 -2.82288 0.3 -0.3 -0.6 0.16
H -0.61137 -2.36035 -2.58804 0.0 0.0 0.4 0.17
H -0.97192 -1.97245 -0.17592 0.2 0.3 0.0 0.36
H -1.04186 -0.06052 1.86868 0.5 -2.2 0.1 0.39
H 1.02535 1.68243 0.91522 1.0 -0.5 -1.0 0.36
H 1.73322 -1.24556 1.85591 -0.3 0.6 0.1 0.29
H 2.27184 0.00221 2.97971 0.0 0.1 -0.1 0.30
H 2.98248 -0.18782 1.42939 -0.5 0.8 -0.5 0.32
```
Forces are in eV/Å.

The multiplicity is 1. The calculation puts the gap between HOMO and LUMO at 7.484 eV. For the largest force on an atom, the calculation gives 0.064 hartree/bohr. The charge is 0. Its HOMO energy is -6.97 eV.

# 6
An isolated molecule of C6H11N. Source: the OMol25 dataset; level of theory: ωB97M-V/def2-TZVPD.

The geometry in XYZ format:
```
18
Properties=species:S:1:pos:R:3:forces:R:3:mulliken_charge:R:1
C -0.56941 -3.26081 1.58361 0.1 0.0 -0.3 -0.89
C -0.17075 -2.68209 0.44608 -0.3 0.1 0.8 0.13
N -0.64547 -1.41779 0.06203 0.6 -0.7 -0.3 -0.37
C 0.35880 -0.46939 -0.44105 0.0 -0.9 0.1 -0.33
C 0.17747 3.41387 -0.70362 0.6 -0.7 -0.1 -1.16
C 0.30694 1.93934 -0.99844 -0.4 0.4 0.6 -0.18
C 0.03208 0.95828 -0.14663 0.4 -0.2 -0.6 -0.19
H -1.19213 -2.70447 2.27501 -0.2 -0.1 0.0 0.20
H -0.31761 -4.27897 1.83921 0.1 0.0 0.0 0.24
H 0.55936 -3.18573 -0.17380 -0.1 0.2 -0.4 0.35
H -1.22034 -1.07501 0.80439 -0.3 0.6 0.2 0.23
H 1.32971 -0.71238 0.01487 0.0 0.2 0.2 0.24
H 0.49531 -0.70417 -1.49888 -0.1 0.5 -0.2 0.26
H 1.16397 3.87806 -0.77533 0.0 0.1 -0.5 0.30
H -0.49744 3.81149 -1.45871 0.0 0.6 0.3 0.31
H -0.10224 3.63282 0.32297 -0.6 -0.1 0.0 0.30
H 0.61990 1.71401 -2.01220 0.1 -0.2 0.0 0.32
H -0.32817 1.14292 0.86050 0.0 0.2 0.0 0.22
```
Forces are in eV/Å.

The multiplicity is 1. The calculation puts the gap between HOMO and LUMO at 9.297 eV. For the largest force on an atom, the calculation gives 0.019 hartree/bohr. The charge is 0. Its HOMO energy is -8.13 eV.

# 7
An isolated molecule of C6H11N at a distorted geometry. Source: the OMol25 dataset; level of theory: ωB97M-V/def2-TZVPD.

The geometry in XYZ format:
```
18
Properties=species:S:1:pos:R:3:forces:R:3:mulliken_charge:R:1
C -1.33504 -0.03750 2.65793 0.2 -1.1 1.9 -1.06
N 1.62532 -0.74913 0.95990 0.8 1.9 1.6 -0.52
C 0.40001 -0.07830 0.74105 -0.9 -1.5 -1.1 0.28
C -0.86173 -0.27395 1.28553 1.2 0.3 -0.3 -0.31
C 0.10660 0.58718 -3.04695 0.2 0.1 0.1 -1.06
C 0.50349 -0.02557 -1.75156 0.1 0.6 1.3 -0.03
C 0.30105 0.61300 -0.57871 1.6 -1.0 -1.4 -0.39
H -2.13515 -0.69719 3.00783 -0.1 0.0 -0.4 0.32
H -1.68726 0.97515 2.86135 -0.1 0.2 -0.6 0.23
H -0.57886 -0.15688 3.45134 0.3 -0.1 -0.3 0.33
H 1.78618 -1.50938 0.32186 -0.1 0.0 -0.1 0.20
H 1.84421 -0.98633 1.91463 -0.1 -0.3 0.0 0.26
H -1.47912 -0.72996 0.51375 -1.0 1.7 -0.1 0.32
H -0.85459 0.19988 -3.39057 0.1 -0.3 -0.1 0.26
H 0.86182 0.42968 -3.81378 -0.1 0.2 -0.2 0.31
H -0.10170 1.64786 -2.87553 0.3 0.1 -0.1 0.32
H 1.14240 -0.89866 -1.63129 -1.0 -0.8 -0.7 0.27
H 0.46239 1.69009 -0.62680 -1.4 0.2 0.5 0.28
```
Forces are in eV/Å.

The multiplicity is 1. The calculation puts the gap between HOMO and LUMO at 7.642 eV. For the largest force on an atom, the calculation gives 0.051 hartree/bohr. The charge is 0. Its HOMO energy is -7.15 eV.

# 8
An isolated molecule of C6H11N at a distorted geometry. Source: the OMol25 dataset; level of theory: ωB97M-V/def2-TZVPD.

The geometry in XYZ format:
```
18
Properties=species:S:1:pos:R:3:forces:R:3:mulliken_charge:R:1
C -1.09846 -0.54453 2.15124 0.2 -0.5 0.3 -0.83
C -0.48694 -1.45328 1.39207 1.1 0.7 -3.1 -0.01
N 0.92366 -1.39821 1.08855 0.0 1.0 2.3 -0.46
C 1.36537 -1.11360 -0.32773 -0.7 -1.1 1.0 -0.70
C -0.73360 2.01542 -1.52515 1.2 -1.7 0.2 -1.17
C 0.16189 1.04668 -0.77630 1.4 -0.3 0.5 0.13
C 0.36059 -0.24820 -1.02946 0.3 1.0 -2.0 -0.21
H -0.48768 0.06066 2.82053 -0.1 0.1 -0.2 0.25
H -2.15349 -0.32704 2.13700 -0.2 -0.6 0.2 0.26
H -0.85808 -2.03075 0.54985 -1.4 -0.3 0.7 0.39
H 1.11927 -0.58790 1.68405 1.3 -0.3 -0.5 0.28
H 1.52458 -2.12402 -0.79471 -0.3 1.1 0.1 0.25
H 2.34880 -0.61338 -0.26680 -0.5 -0.3 0.1 0.34
H -0.86569 2.81415 -0.78072 -1.2 -0.1 -1.0 0.33
H -1.46318 1.29710 -1.91062 -1.3 1.0 0.7 0.31
H -0.34822 2.34762 -2.49197 0.7 0.5 0.4 0.30
H 0.74312 1.42619 0.07727 -0.4 0.2 -0.2 0.27
H -0.05193 -0.56689 -1.99709 -0.2 -0.5 0.5 0.27
```
Forces are in eV/Å.

The multiplicity is 1. The calculation puts the gap between HOMO and LUMO at 9.377 eV. For the largest force on an atom, the calculation gives 0.066 hartree/bohr. The charge is 0. Its HOMO energy is -8.27 eV.